1.
6
Properties=species:S:1:pos:R:3:mulliken_spin:R:1 method="wB97M-V/def2-TZVPD" multiplicity=3 fmax_ev_per_a=5.5 lumo_energy_ev="-0.813 / -4.255" s2=2.01 gap_ev="7.322 / 6.299" energy_ha=-1872.21169
O -0.44062 -1.15859 -0.48830 0.01
O 0.81238 0.70905 0.64025 0.57
P -0.27885 0.50845 -0.65379 0.10
Cl -1.63884 -1.91876 0.51688 0.00
Cl 0.39786 1.70068 2.02622 1.29
Cl 1.14806 0.15917 -2.04127 0.02


2.
30
Properties=species:S:1:pos:R:3:nbo_charge:R:1 method="wB97M-V/def2-TZVPD" charge=+1 fmax_ev_per_a=3.9 lumo_energy_ev="-4.200 / -4.201" gap_ev="6.561 / 6.560" energy_ha=-721.07950
C -4.41140 1.03664 -0.22776 0.18
C -2.32164 0.25524 -0.05756 0.36
C -0.49866 -1.36863 0.34017 0.52
C 1.41206 1.58631 -0.31827 -0.27
C 0.94672 0.71015 -1.50130 -0.05
C 2.09381 0.16643 1.53842 0.29
C -1.05941 -0.22487 -0.42428 -0.08
C 0.41979 -2.31644 -0.59971 -0.73
C 3.45425 -0.17499 0.99334 -0.73
N -3.15368 1.10629 -0.77420 -0.56
N -4.40370 0.20173 0.74886 -0.22
N -3.22245 -0.37666 0.71394 -0.35
N 1.24452 0.91614 0.93515 -0.44
O -0.69921 -1.66124 1.49830 -0.60
O -0.37691 0.44523 -1.44247 -0.52
H -5.15845 1.67353 -0.48383 0.22
H 2.43600 1.94449 -0.33543 0.24
H 0.63559 2.34469 -0.14488 0.22
H 1.29464 1.16885 -2.53717 0.24
H 1.51292 -0.24292 -1.25237 0.17
H 2.02746 -0.29353 2.52624 0.25
H 0.73655 -1.91185 -1.56794 0.22
H -0.13707 -3.21670 -0.86880 0.26
H 1.36093 -2.57069 -0.09511 0.22
H 4.14563 -0.21694 1.89870 0.26
H 3.84416 0.65708 0.43012 0.24
H 3.60155 -1.01709 0.31607 0.29
H -3.09785 -1.22906 1.22669 0.44
H 0.18772 0.90123 1.10421 0.47
H -2.81385 1.70758 -1.63913 0.46


3.
112
Properties=species:S:1:pos:R:3:mulliken_spin:R:1 method="wB97M-V/def2-TZVPD" multiplicity=5 fmax_ev_per_a=0.8 lumo_energy_ev="-0.574 / -2.021" s2=6.06 gap_ev="5.210 / 5.384" energy_ha=-7294.92711
Pt 0.20520 0.43150 -0.50262 0.75
C 3.29309 3.30213 2.53154 0.03
C 2.45379 2.05801 2.25657 0.02
Ge 1.80994 2.06429 0.40716 0.12
C 3.40418 2.04970 -0.76107 0.07
C 3.63866 3.35584 -1.49465 0.02
C 0.02119 1.36560 -2.52352 -0.11
C -1.07589 1.74824 -2.94692 0.24
Ge -2.04269 1.14170 0.14490 0.51
C -2.45778 1.82336 1.96099 0.11
C -3.79978 2.55000 1.93080 0.00
C -3.33833 -0.33781 -0.18523 0.16
C -4.55758 0.06449 -1.00769 0.03
C -2.38193 2.17009 -3.29761 -0.02
C -2.97506 3.24846 -2.63186 0.22
C -4.25414 3.64667 -2.97216 -0.05
C -4.95305 2.97920 -3.97086 0.08
C -4.36782 1.90972 -4.63587 -0.03
C -3.08818 1.50302 -4.30448 0.12
H 3.65384 3.30906 3.55973 0.00
H 2.71534 4.21517 2.37382 0.00
H 4.16839 3.34755 1.88126 0.00
H 1.61830 1.97584 2.95008 0.00
H 3.05166 1.15269 2.36797 0.00
H 3.31468 1.21655 -1.46208 0.01
H 4.24477 1.81027 -0.10637 0.00
H 2.77505 3.63258 -2.09984 0.00
H 4.50686 3.29716 -2.15257 0.00
H 3.80360 4.16856 -0.79030 0.00
H 1.05749 1.27021 -2.79706 0.01
H -1.66030 2.48469 2.30551 0.03
H -2.50705 0.97298 2.64343 0.02
H -3.78930 3.37640 1.21910 0.01
H -4.04802 2.96184 2.90967 0.00
H -4.60997 1.88058 1.64414 0.00
H -3.64119 -0.68138 0.80866 0.03
H -2.81031 -1.16452 -0.66057 0.00
H -5.04738 0.94993 -0.60322 0.00
H -5.29741 -0.73826 -1.03370 0.00
H -4.28226 0.29334 -2.03462 -0.01
H -2.42104 3.75017 -1.84546 -0.07
H -4.71000 4.47863 -2.45139 0.00
H -5.95532 3.29031 -4.22908 0.01
H -4.91152 1.38908 -5.41096 0.00
H -2.62619 0.66782 -4.81132 0.00
C 0.85528 -0.82520 5.22799 0.09
C 1.99648 -1.39568 4.67612 -0.04
C 2.18215 -1.43632 3.30603 0.11
C 1.20849 -0.89302 2.46400 -0.10
C 0.05895 -0.34268 3.01546 0.10
C -0.11576 -0.30007 4.38574 -0.04
N 1.33625 -0.86483 1.07182 0.39
N 2.41289 -1.46934 0.61908 0.44
C 2.50082 -1.54084 -0.73933 -0.05
C 3.80701 -1.63461 -1.27601 0.03
C 4.02583 -1.62328 -2.62501 0.02
C 2.94068 -1.54396 -3.51966 0.06
C 1.66457 -1.50814 -3.02340 0.00
C 1.39700 -1.53591 -1.63457 0.08
H 0.72268 -0.79718 6.29904 0.01
H 2.75436 -1.81518 5.32392 0.00
H 3.06712 -1.87364 2.87272 0.02
H -0.68177 0.06141 2.34477 0.00
H -1.01381 0.14283 4.79580 0.00
H 4.62700 -1.68756 -0.57330 0.01
H 5.03611 -1.67364 -3.00612 0.00
H 3.11222 -1.54411 -4.58698 0.01
H 0.81872 -1.49057 -3.70102 0.00
C -2.27731 6.78532 0.33059 0.01
Si -0.60201 7.61007 0.55280 0.02
C -0.79458 9.38917 -0.02720 0.01
C -0.13766 7.58772 2.37112 0.00
Si 1.07934 6.43214 -0.62387 0.04
Te 0.24950 4.13945 0.12560 0.16
Si 3.20088 7.30969 -0.05982 0.00
C 3.95593 6.71224 1.54951 0.00
C 2.92942 9.16438 0.10607 0.00
C 4.45575 7.05884 -1.43911 0.00
Si 0.78571 6.66674 -2.94331 0.00
C -1.00476 6.40221 -3.43166 0.00
C 1.83432 5.45949 -3.92390 0.00
C 1.24404 8.43912 -3.39334 0.00
H -3.02206 7.31647 0.92371 0.00
H -2.26759 5.74898 0.65611 0.00
H -2.60074 6.80813 -0.70526 0.00
H -1.59000 9.86552 0.54638 0.00
H -1.07480 9.43716 -1.07678 0.00
H 0.10670 9.97401 0.10353 0.00
H -0.88072 8.12186 2.96233 0.00
H 0.82666 8.06208 2.53958 0.00
H -0.07530 6.56636 2.74002 0.00
H 3.24616 6.71861 2.37285 0.00
H 4.77420 7.38685 1.80447 0.00
H 4.36304 5.70621 1.46903 0.00
H 2.35494 9.39589 0.99792 0.00
H 2.40517 9.58232 -0.74709 0.00
H 3.89065 9.66982 0.18907 0.00
H 4.70044 6.01390 -1.59217 0.00
H 5.37557 7.58163 -1.17535 0.00
H 4.11095 7.46007 -2.38628 0.00
H -1.26850 5.34982 -3.37938 0.01
H -1.16320 6.73619 -4.45666 0.00
H -1.69045 6.95050 -2.79432 0.00
H 1.49264 4.43961 -3.75578 0.00
H 2.88806 5.51166 -3.66549 0.00
H 1.73504 5.67174 -4.98867 0.00
H 0.62661 9.14943 -2.84896 0.00
H 1.08045 8.60674 -4.45756 0.00
H 2.28113 8.67488 -3.17688 0.00
C 0.01451 -1.56836 -1.16368 0.32
H -0.73420 -1.65264 -1.95016 0.03
H -0.19445 -2.18498 -0.29296 0.03


4.
17
Properties=species:S:1:pos:R:3:nbo_charge:R:1 method="wB97M-V/def2-TZVPD" smiles="N[C@H]1[C@@H]2C[C@H]1N(O)C2=O" fmax_ev_per_a=2.1 lumo_energy_ev=0.867 gap_ev=10.023 energy_ha=-455.21514
C -0.52516 -0.82059 0.81723 -0.02
C 0.38443 0.45458 0.83830 -0.10
C 1.42681 -0.38656 0.06036 -0.40
C 0.15731 -1.00634 -0.59791 -0.33
C -0.19631 0.26692 -1.32229 0.65
H -2.24447 -0.65765 1.76012 0.36
H -2.29516 -0.04854 0.27239 0.36
H -0.20636 -1.53630 1.54972 0.20
H 0.50668 1.08970 1.75368 0.22
H 1.98016 -1.07560 0.73839 0.22
H 2.05728 0.20577 -0.65056 0.23
H 0.16692 -2.04668 -1.04425 0.25
H 0.53956 2.32011 -1.58850 0.48
N -1.93506 -0.81459 0.82892 -0.81
N -0.15314 1.23503 -0.29315 -0.20
O -0.34045 0.53031 -2.49905 -0.57
O 0.67696 2.29045 -0.62339 -0.56


5.
15
Properties=species:S:1:pos:R:3:nbo_charge:R:1 method="wB97M-V/def2-TZVPD" fmax_ev_per_a=0.4 lumo_energy_ev=1.002 gap_ev=8.929 energy_ha=-287.63304
C -1.45286 -0.93285 0.11547 -0.61
C -0.20213 -0.09880 -0.06296 0.00
C 0.85912 -0.82672 -0.85663 -0.30
O 2.30536 0.03638 -0.44217 -0.80
C -0.31882 1.38150 -0.00781 -0.27
N 0.32740 0.64159 1.08841 -0.65
H -2.21242 -0.39043 0.69183 0.21
H -1.88875 -1.18483 -0.85825 0.22
H -1.21195 -1.87000 0.62695 0.22
H 2.22367 -0.99764 -0.30970 0.51
H 0.78699 -0.57014 -1.92060 0.16
H 1.98175 0.41037 0.42629 0.51
H -1.29315 1.82660 0.18908 0.20
H 0.35568 2.00281 -0.59438 0.20
H -0.25989 0.57217 1.91447 0.37


6.
78
Properties=species:S:1:pos:R:3:mulliken_spin:R:1 method="wB97M-V/def2-TZVPD" charge=+1 multiplicity=6 fmax_ev_per_a=0.6 lumo_energy_ev="-3.262 / -3.956" s2=8.76 gap_ev="6.578 / 6.807" energy_ha=-3175.19181
Ru -0.44885 0.04655 -0.78336 4.14
S -5.06190 1.63610 -0.49076 0.01
C -4.24325 3.13752 -0.23322 0.01
C -4.79452 4.37395 0.09403 0.00
C -3.94328 5.45177 0.21636 0.00
C -2.56853 5.29956 0.00222 0.00
C -2.02436 4.07348 -0.31935 0.00
C -2.86904 2.96649 -0.42767 0.02
N -2.49651 1.65413 -0.73188 0.05
C -3.54190 0.88405 -0.82002 -0.02
C -3.43934 -0.51507 -1.27255 -0.09
C -4.57371 -1.30839 -1.42208 -0.01
C -4.45331 -2.56792 -1.98794 0.03
C -3.20759 -3.01524 -2.41056 0.00
C -2.07981 -2.22703 -2.22849 -0.08
C -2.16873 -0.96861 -1.63723 0.32
H -5.86019 4.48664 0.24047 0.00
H -4.34377 6.42530 0.46333 0.00
H -1.92159 6.16378 0.08073 0.00
H -0.96827 3.98367 -0.51265 0.00
H -5.55010 -0.95161 -1.11543 0.00
H -5.32980 -3.18914 -2.11306 0.00
H -3.11618 -3.98782 -2.87770 0.00
H -1.11255 -2.60321 -2.54427 0.00
S 0.73360 5.14972 4.96488 0.00
N 0.01136 3.71114 4.98631 0.00
C 0.11440 3.22062 3.76025 0.00
C -0.41050 1.94143 3.31228 0.00
C -1.07935 1.04848 4.15586 0.01
C -1.51828 -0.14894 3.64149 0.00
C -1.28103 -0.43733 2.29722 0.01
N -0.65410 0.40984 1.49329 0.07
C -0.22340 1.58221 1.98179 0.00
C 0.49586 2.47791 1.04550 -0.02
N 0.60388 2.07706 -0.22995 0.04
C 1.25968 2.84301 -1.09258 -0.01
C 1.83216 4.06097 -0.73002 0.01
C 1.71017 4.49187 0.57232 0.01
C 1.02629 3.68776 1.48761 0.00
C 0.82087 4.06331 2.87616 0.00
N 1.24623 5.18441 3.43946 0.00
H -1.23342 1.31545 5.19289 0.00
H -2.03380 -0.87188 4.25707 0.00
H -1.58825 -1.37242 1.84858 0.01
H 1.32178 2.46770 -2.10664 0.00
H 2.35035 4.64875 -1.47403 0.00
H 2.12522 5.43479 0.90315 0.00
C 4.62981 -1.59692 0.82165 0.00
C 4.62452 -1.96002 -0.65375 0.00
N 3.67481 -1.13425 -1.41249 0.02
C 4.23578 0.03578 -2.08863 0.01
C 4.84159 -0.31845 -3.43603 0.00
C 2.39136 -1.46822 -1.43409 0.00
S 1.25914 -0.53217 -2.40450 0.30
N 2.02769 -2.59821 -0.84358 0.01
C 0.84780 -2.78239 -0.27997 0.01
O 0.08507 -1.86016 0.14348 0.15
C 0.39752 -4.18814 -0.08380 0.01
C -0.91345 -4.42896 0.32328 0.00
C -1.36385 -5.72895 0.48281 0.00
C -0.50412 -6.79231 0.24108 0.00
C 0.80229 -6.55690 -0.16538 0.00
C 1.25219 -5.25744 -0.33281 0.00
H 5.34419 -2.21788 1.36190 0.00
H 3.64288 -1.75641 1.25584 0.00
H 4.91516 -0.55386 0.96900 0.00
H 4.35863 -3.00508 -0.79699 0.00
H 5.60534 -1.79671 -1.09933 0.00
H 4.98281 0.45816 -1.41351 0.00
H 3.44842 0.77555 -2.20714 0.00
H 5.66640 -1.02409 -3.33443 0.00
H 5.22749 0.57628 -3.92423 0.00
H 4.08511 -0.76260 -4.08329 0.00
H -1.57412 -3.58992 0.49206 0.00
H -2.38438 -5.91375 0.79093 0.00
H -0.85394 -7.80859 0.36769 0.00
H 1.46964 -7.38708 -0.35360 0.00
H 2.26565 -5.06112 -0.65402 0.00


Repeat the fifth record exactly.
15
Properties=species:S:1:pos:R:3:nbo_charge:R:1 method="wB97M-V/def2-TZVPD" fmax_ev_per_a=0.4 lumo_energy_ev=1.002 gap_ev=8.929 energy_ha=-287.63304
C -1.45286 -0.93285 0.11547 -0.61
C -0.20213 -0.09880 -0.06296 0.00
C 0.85912 -0.82672 -0.85663 -0.30
O 2.30536 0.03638 -0.44217 -0.80
C -0.31882 1.38150 -0.00781 -0.27
N 0.32740 0.64159 1.08841 -0.65
H -2.21242 -0.39043 0.69183 0.21
H -1.88875 -1.18483 -0.85825 0.22
H -1.21195 -1.87000 0.62695 0.22
H 2.22367 -0.99764 -0.30970 0.51
H 0.78699 -0.57014 -1.92060 0.16
H 1.98175 0.41037 0.42629 0.51
H -1.29315 1.82660 0.18908 0.20
H 0.35568 2.00281 -0.59438 0.20
H -0.25989 0.57217 1.91447 0.37